No. 1
{
  "formula": "C21H23IN5O2S4SbW",
  "method": "ωB97M-V/def2-TZVPD",
  "de_lowest_kcal_mol": 86.3,
  "lumo_energy_ev": [4.18, 3.99],
  "gap_ev": [4.795, 5.951],
  "multiplicity": 3,
  "charge": -2,
  "homo_ev": [-0.614, -1.960],
  "species": ["W", "C", "C", "C", "C", "N", "C", "C", "C", "C", "C", "C", "N", "H", "H", "H", "H", "H", "H", "H", "H", "S", "Sb", "S", "S", "S", "C", "C", "C", "C", "C", "N", "H", "H", "H", "H", "H", "H", "H", "H", "H", "C", "H", "H", "I", "C", "C", "C", "C", "C", "N", "H", "H", "H", "H", "O", "N", "O"],
  "xyz": [[0.179, 1.441, 0.350], [-1.477, -1.158, 3.729], [-2.074, -2.232, 3.057], [-2.062, -2.250, 1.690], [-1.459, -1.190, 0.967], [-0.922, -0.129, 1.645], [-0.923, -0.141, 2.976], [-1.391, -1.159, -0.436], [-1.889, -2.187, -1.285], [-1.941, -2.003, -2.633], [-1.502, -0.771, -3.178], [-0.956, 0.153, -2.322], [-0.846, -0.033, -1.004], [-1.417, -1.106, 4.808], [-2.540, -3.043, 3.607], [-2.520, -3.068, 1.152], [-0.432, 0.679, 3.465], [-2.228, -3.118, -0.852], [-2.315, -2.792, -3.276], [-1.546, -0.559, -4.238], [-0.575, 1.087, -2.693], [2.569, 4.738, 3.929], [1.871, 2.723, 3.133], [2.495, 2.307, 0.895], [-0.383, 2.845, 2.321], [2.183, 0.956, 4.546], [1.843, -3.450, -0.533], [2.460, -2.299, 0.268], [3.966, -2.207, -0.005], [2.209, -2.504, 1.761], [1.806, -0.989, -0.141], [1.298, -0.184, 0.659], [2.304, -4.395, -0.224], [1.998, -3.317, -1.605], [0.766, -3.513, -0.351], [4.452, -3.153, 0.258], [4.413, -1.409, 0.595], [4.158, -1.994, -1.058], [2.691, -3.432, 2.091], [1.136, -2.571, 1.967], [2.594, -1.667, 2.347], [-2.057, 1.882, 0.244], [-2.680, 1.148, -0.243], [-2.496, 2.122, 1.201], [2.019, 4.746, -1.757], [0.067, 3.919, -1.775], [-0.669, 4.265, -2.858], [-1.973, 3.637, -3.023], [-2.531, 3.032, -1.979], [-1.869, 3.113, -0.628], [-0.396, 3.160, -0.745], [-0.248, 4.904, -3.619], [-2.442, 3.622, -4.004], [-3.462, 2.475, -2.059], [-2.214, 4.021, -0.120], [1.881, -0.822, -1.506], [1.819, 0.470, -2.106], [1.259, 1.403, -1.408]]
}


No. 2
{
  "formula": "C21H23IN5O2S4SbW",
  "method": "ωB97M-V/def2-TZVPD",
  "de_lowest_kcal_mol": 68.8,
  "lumo_energy_ev": [3.89, 3.78],
  "gap_ev": [5.356, 5.510],
  "multiplicity": 3,
  "charge": -2,
  "homo_ev": [-1.462, -1.727],
  "species": ["W", "C", "C", "C", "C", "N", "C", "C", "C", "C", "C", "C", "N", "H", "H", "H", "H", "H", "H", "H", "H", "S", "Sb", "S", "S", "S", "C", "C", "C", "C", "C", "N", "H", "H", "H", "H", "H", "H", "H", "H", "H", "C", "H", "H", "I", "C", "C", "C", "C", "C", "N", "H", "H", "H", "H", "O", "N", "O"],
  "xyz": [[-1.124, -0.892, -0.296], [-4.594, 2.043, 0.600], [-4.018, 3.042, 1.348], [-2.639, 3.033, 1.512], [-1.909, 2.010, 0.935], [-2.472, 1.006, 0.249], [-3.790, 1.048, 0.063], [-0.438, 1.962, 0.985], [0.326, 3.004, 1.505], [1.702, 2.920, 1.446], [2.272, 1.804, 0.854], [1.453, 0.805, 0.371], [0.116, 0.869, 0.446], [-5.660, 1.975, 0.440], [-4.619, 3.823, 1.795], [-2.148, 3.813, 2.072], [-4.220, 0.253, -0.526], [-0.157, 3.874, 1.920], [2.317, 3.721, 1.837], [3.344, 1.695, 0.755], [1.836, -0.075, -0.120], [-4.529, -4.738, 0.334], [-4.280, -2.484, 0.325], [-2.471, -1.654, 1.657], [-3.100, -1.599, -1.588], [-6.213, -1.306, 0.654], [2.398, -4.498, 0.514], [2.189, -3.162, 1.229], [3.435, -2.284, 1.052], [1.941, -3.401, 2.718], [0.999, -2.409, 0.655], [0.305, -1.551, 1.228], [3.224, -5.043, 0.983], [2.619, -4.349, -0.542], [1.497, -5.112, 0.572], [4.319, -2.786, 1.459], [3.298, -1.334, 1.572], [3.617, -2.077, -0.006], [2.805, -3.898, 3.171], [1.057, -4.024, 2.861], [1.757, -2.454, 3.225], [-1.156, 0.412, -2.186], [-2.030, 1.056, -2.206], [-1.210, -0.292, -3.014], [-1.970, 4.057, -2.297], [0.042, 2.553, -2.031], [1.230, 3.275, -2.213], [2.324, 2.705, -2.816], [2.236, 1.390, -3.286], [1.068, 0.703, -3.088], [0.014, 1.275, -2.452], [1.249, 4.301, -1.870], [3.243, 3.269, -2.935], [3.060, 0.900, -3.785], [0.930, -0.328, -3.370], [-0.749, -2.856, -0.653], [0.637, -2.673, -0.772], [0.634, -1.320, -1.291]]
}


No. 3
{
  "formula": "C21H23N3O4",
  "method": "ωB97M-V/def2-TZVPD",
  "de_lowest_kcal_mol": 49.9,
  "lumo_energy_ev": 0.78,
  "gap_ev": 8.526,
  "multiplicity": 1,
  "homo_ev": -7.743,
  "smiles": "COc1cccc(N2C(=O)C[C@@H](Nc3ccc(N4CCOCC4)cc3)C2=O)c1",
  "species": ["C", "H", "O", "C", "C", "C", "C", "C", "C", "H", "H", "H", "N", "C", "O", "C", "N", "C", "C", "C", "C", "C", "C", "H", "H", "N", "C", "H", "C", "H", "O", "C", "C", "H", "H", "H", "H", "H", "H", "H", "H", "H", "C", "C", "O", "H", "H", "H", "H", "H", "H"],
  "xyz": [[-0.533, -3.584, -0.977], [-1.174, -2.900, -0.414], [0.576, -4.000, -0.214], [1.561, -3.106, 0.056], [1.511, -1.751, -0.255], [2.611, -0.948, 0.020], [3.743, -1.468, 0.628], [3.764, -2.809, 0.976], [2.691, -3.626, 0.690], [2.702, -4.675, 0.936], [4.636, -3.220, 1.461], [4.591, -0.837, 0.835], [2.590, 0.424, -0.354], [3.131, 1.433, 0.424], [3.641, 1.297, 1.505], [2.841, 2.766, -0.270], [1.795, 3.474, 0.470], [0.524, 2.826, 0.496], [0.186, 1.887, 1.461], [-1.047, 1.266, 1.451], [-1.999, 1.565, 0.470], [-1.663, 2.549, -0.469], [-0.431, 3.163, -0.457], [-0.212, 3.938, -1.175], [-2.387, 2.860, -1.206], [-3.268, 0.998, 0.446], [-3.826, 0.572, -0.825], [-3.533, 1.244, -1.628], [-3.346, -0.849, -1.149], [-3.809, -1.224, -2.063], [-3.699, -1.762, -0.132], [-3.200, -1.361, 1.127], [-3.669, 0.057, 1.474], [-3.294, 0.371, 2.446], [-4.764, 0.066, 1.509], [-3.577, -2.090, 1.846], [-2.099, -1.393, 1.122], [-2.251, -0.830, -1.281], [-4.917, 0.579, -0.737], [-1.249, 0.535, 2.218], [0.902, 1.625, 2.229], [2.129, 3.612, 1.421], [2.415, 2.355, -1.671], [2.069, 0.887, -1.556], [1.483, 0.216, -2.362], [3.233, 2.456, -2.386], [1.566, 2.922, -2.046], [3.729, 3.405, -0.255], [0.646, -1.315, -0.725], [-1.096, -4.490, -1.197], [-0.223, -3.111, -1.913]]
}


No. 4
{
  "formula": "C21H23N3O7S",
  "method": "ωB97M-V/def2-TZVPD",
  "de_lowest_kcal_mol": 63.2,
  "lumo_energy_ev": 0.34,
  "gap_ev": 8.781,
  "multiplicity": 1,
  "homo_ev": -8.445,
  "smiles": "COc1cc(C(=O)Nc2ccc(S(=O)(=O)Nc3onc(C)c3C)cc2)cc(OC)c1OC",
  "species": ["C", "H", "O", "C", "C", "C", "C", "C", "C", "O", "C", "H", "H", "H", "O", "C", "H", "H", "H", "H", "C", "O", "N", "C", "C", "C", "C", "C", "C", "H", "H", "S", "O", "O", "N", "C", "C", "C", "N", "O", "C", "H", "H", "H", "C", "H", "H", "H", "H", "H", "H", "H", "H", "H", "H"],
  "xyz": [[-0.445, -2.146, 2.122], [0.246, -2.220, 2.962], [-0.737, -0.768, 2.013], [-1.665, -0.313, 1.137], [-1.873, 1.067, 1.212], [-2.804, 1.693, 0.405], [-3.587, 0.945, -0.467], [-3.384, -0.422, -0.570], [-2.401, -1.065, 0.214], [-2.227, -2.427, 0.097], [-1.667, -2.859, -1.135], [-0.665, -2.437, -1.274], [-1.607, -3.943, -1.060], [-2.304, -2.589, -1.979], [-4.091, -1.234, -1.403], [-5.154, -0.680, -2.141], [-4.798, 0.061, -2.864], [-5.604, -1.516, -2.674], [-5.900, -0.222, -1.486], [-4.336, 1.453, -1.051], [-3.022, 3.160, 0.511], [-4.111, 3.678, 0.617], [-1.879, 3.926, 0.546], [-0.591, 3.541, 0.189], [-0.379, 2.676, -0.888], [0.899, 2.264, -1.205], [1.961, 2.723, -0.451], [1.782, 3.622, 0.582], [0.504, 4.044, 0.895], [0.343, 4.744, 1.702], [2.645, 3.977, 1.121], [3.590, 2.106, -0.778], [3.679, 1.552, -2.093], [4.587, 3.037, -0.345], [3.699, 0.838, 0.371], [3.123, -0.373, 0.094], [3.497, -1.662, 0.385], [2.434, -2.433, -0.155], [1.535, -1.662, -0.709], [1.953, -0.367, -0.559], [2.303, -3.911, -0.136], [2.289, -4.272, 0.892], [3.152, -4.365, -0.643], [1.386, -4.207, -0.637], [4.709, -2.146, 1.100], [5.103, -3.033, 0.608], [4.470, -2.408, 2.131], [5.480, -1.379, 1.108], [4.595, 0.790, 0.831], [1.089, 1.594, -2.026], [-1.219, 2.330, -1.467], [-2.009, 4.875, 0.874], [-1.286, 1.617, 1.930], [-1.343, -2.730, 2.330], [0.036, -2.523, 1.218]]
}


Record order is preserved below.
Energy: -3436.0764 -3436.1044 -1279.2734 -1903.0962 a.u.